1.
CH15O7V | the ωB97M-V functional and the def2-TZVPD basis

Its HOMO energy (spin up / spin down) is -15.62 / -19.10 eV. As for the charge: +2. For the HOMO-LUMO gap (spin up / spin down), the calculation gives 0.3242 / 0.4539 Eh. Its max |F| is 0.3354 hartree/bohr. Its multiplicity is 3.

XYZ file:
```
24
Properties=species:S:1:pos:R:3:forces:R:3
V 0.475332 -5.514055 -7.598964 -13.68 1.08 2.73
C 2.923698 -6.551165 -8.727036 0.11 1.07 2.07
O 1.885439 -5.620623 -8.066478 16.66 -1.92 -4.02
H 3.938427 -6.130852 -8.662137 -0.68 0.56 -0.18
H 3.005157 -7.428392 -8.124886 -0.32 -0.79 0.35
H 2.668685 -6.786428 -9.729801 -0.18 -0.02 -0.94
O 0.444784 -5.252763 -5.651770 -0.42 -0.13 1.50
H -0.165187 -5.488718 -4.932290 0.40 -0.12 -0.11
H 0.777683 -4.360322 -5.501314 0.16 0.33 0.35
O 0.222073 -7.494320 -7.394914 -0.39 -0.70 -0.04
H 0.914391 -8.132915 -7.227815 0.37 -0.38 0.18
H -0.606744 -7.904287 -7.138243 -0.35 -0.25 0.04
O 0.850587 -3.525847 -7.420077 0.58 1.43 -0.32
H 1.497451 -3.220164 -8.150737 -0.59 -0.35 0.41
H 0.199389 -2.819659 -7.459998 -0.40 0.13 0.17
O 1.716133 -3.191779 -9.684885 0.35 0.04 -0.69
H 1.748523 -2.543373 -10.413101 0.28 -0.47 0.37
H 2.186124 -4.008823 -9.924837 -0.17 0.74 -0.33
O 0.427196 -5.831192 -9.698237 -0.82 -0.71 -1.03
H -0.189994 -5.948411 -10.427997 -0.40 0.14 -0.07
H 1.018435 -6.605218 -9.739300 -0.60 0.32 -0.38
O -1.776914 -5.130251 -7.492201 0.05 -0.09 -0.19
H -2.543610 -5.188875 -8.079525 0.15 -0.14 -0.18
H -2.101679 -4.612190 -6.753096 -0.10 0.22 0.32
```
Positions in Å, forces in eV/Å.

These are the Mulliken partial charges, in e, on atoms 1 to 4: 1.4692 -0.8767 -0.7255 0.2919

***

2.
C4H10NO3 | the ωB97M-V functional and the def2-TZVPD basis

Its HOMO energy is -4.14 eV. As for the charge: -1. As for the energy above the lowest of the compared OMol25 structures with the same formula, charge and spin: 1.4172 eV. For the HOMO-LUMO gap, the calculation gives 0.2871 Eh. Its max |F| is 0.0233 hartree/bohr.

XYZ file:
```
18
Properties=species:S:1:pos:R:3:forces:R:3
C 0.641861 -1.079637 -2.022202 0.07 -0.37 1.14
N 0.336687 -0.081838 -0.987114 -0.24 -0.19 -0.47
C 0.633401 1.263965 -1.403137 -0.01 0.65 0.34
C -1.042017 -0.171396 -0.477659 -0.17 0.67 0.03
C -1.096064 0.213898 1.024467 -0.39 0.63 -0.33
O -1.349287 1.427880 1.243733 0.22 -0.35 0.11
O -0.881590 -0.716013 1.820591 0.05 -0.04 0.40
H -0.286245 -1.621867 -2.240372 0.27 0.18 -0.71
H 1.312552 -1.827536 -1.580136 0.03 -0.05 -0.15
H 1.174146 -0.654234 -2.877927 -0.45 0.01 -0.13
H 0.151695 1.574052 -2.345732 -0.09 -0.19 -0.09
H 1.704427 1.398618 -1.501761 0.33 0.01 -0.16
H 0.293611 1.960034 -0.630292 -0.01 -0.15 -0.02
H -1.700578 0.527944 -1.029801 0.16 -0.18 -0.03
H -1.440364 -1.168069 -0.586627 0.15 -0.46 -0.04
H 1.649903 -0.513279 0.436533 -0.45 -0.04 0.34
H 1.345051 -0.394496 1.933310 -0.48 -0.18 -0.11
O 1.974424 -0.778860 1.316597 1.00 0.04 -0.15
```
Positions in Å, forces in eV/Å.

These are the Mulliken partial charges, in e, on atoms 1 to 4: -1.0203 0.2163 -1.2568 -0.4931

***

3.
C14H18Cl15N2 | the ωB97M-V functional and the def2-TZVPD basis

Its HOMO energy is -12.49 eV. As for the charge: +1. As for the energy above the lowest of the compared OMol25 structures with the same formula, charge and spin: 0.0000 eV. For the HOMO-LUMO gap, the calculation gives 0.3658 Eh. Its max |F| is 0.0364 hartree/bohr.

XYZ file:
```
49
Properties=species:S:1:pos:R:3:forces:R:3
C 3.369811 1.171499 -0.687368 0.00 -0.76 -0.50
C 2.036509 1.011076 -0.363498 -0.49 0.77 -0.07
C 1.329103 -0.142960 -0.670281 0.90 -1.17 -0.31
C -0.131728 -0.253285 -0.332462 0.68 1.28 -0.97
C -0.901229 0.800480 -1.229260 0.30 -0.48 -0.02
C -1.860524 -0.068780 -2.091815 0.89 1.08 1.19
C -2.180613 -1.140479 -1.072491 0.45 1.21 -0.64
N -0.776336 -1.555015 -0.664461 -1.80 -0.50 0.18
C 2.051460 -1.142662 -1.321542 -0.22 0.76 0.43
C 3.391627 -0.892746 -1.613885 0.09 -0.47 -0.34
N 4.056183 0.219183 -1.334981 -0.24 0.12 0.33
H 3.878211 2.095740 -0.441702 0.09 -0.34 -0.11
H 1.527575 1.824993 0.139468 0.15 0.01 -0.72
H -0.246851 -0.086854 0.731972 -0.34 -0.02 0.14
H -1.357761 1.568819 -0.612151 -0.38 -0.10 0.03
H -0.187386 1.293706 -1.875988 0.13 0.21 0.01
H -2.711131 0.524517 -2.395214 -0.20 -0.18 -0.39
H -1.221063 -0.393373 -2.908101 -0.58 -0.40 -0.50
H -2.828107 -1.948758 -1.375330 0.11 -0.22 0.24
H -2.496490 -0.547785 -0.218362 -0.83 -0.66 0.32
H -0.394235 -2.074071 -1.452661 0.48 0.02 0.18
H -0.930954 -2.183017 0.128649 0.78 -0.16 0.07
H 1.599815 -2.082843 -1.596333 0.18 -0.23 -0.10
H 3.944362 -1.671732 -2.124377 0.15 0.03 -0.05
C -2.767862 -4.545845 1.113909 -0.05 0.18 0.11
Cl -4.153790 -3.557081 1.553226 0.02 -0.02 -0.02
Cl -2.441994 -4.423368 -0.623664 -0.01 -0.36 -0.10
Cl -1.338109 -4.055681 2.026480 0.07 0.10 -0.34
H -2.993202 -5.578797 1.346650 0.06 -0.03 -0.03
C -0.799862 -4.926882 6.414351 0.00 -0.15 0.06
Cl 0.820288 -5.279001 5.811090 0.00 0.04 -0.01
Cl -1.934581 -4.754037 5.067290 -0.05 0.01 0.30
Cl -1.339199 -6.171242 7.533891 0.00 0.04 -0.02
H -0.765524 -3.984748 6.944330 -0.01 0.02 -0.01
C 0.362136 1.675576 3.639710 0.05 -0.21 0.14
Cl 1.373807 1.327046 2.221943 -0.29 0.12 1.38
Cl -1.339339 1.710549 3.160510 0.01 0.02 -0.03
Cl 0.629546 0.491505 4.913859 0.00 0.05 -0.06
H 0.630459 2.652794 4.019251 0.00 0.02 -0.04
C -1.857482 4.003365 -4.758280 -0.04 0.00 0.08
Cl -2.983987 2.765231 -5.311654 0.01 -0.01 0.02
Cl -2.309288 4.595125 -3.155761 0.02 -0.04 -0.03
Cl -0.203119 3.391398 -4.755658 0.01 -0.06 -0.02
H -1.906537 4.836157 -5.446874 0.00 0.00 -0.01
C 3.224549 5.205853 -1.253551 0.16 -0.04 -0.12
Cl 4.935920 5.454797 -1.568414 -0.04 0.00 0.00
Cl 2.432714 4.429942 -2.625799 -0.05 0.01 0.04
Cl 3.002944 4.240771 0.214871 -0.17 0.48 0.24
H 2.761265 6.170923 -1.099531 -0.03 -0.01 0.05
```
Positions in Å, forces in eV/Å.

These are the Mulliken partial charges, in e, on atoms 1 to 4: -0.6320 -0.3345 0.2467 0.8150

***

4.
C4H9N2O2 | the ωB97M-V functional and the def2-TZVPD basis

Its HOMO energy (spin up / spin down) is -13.15 / -13.38 eV. As for the charge: +1. As for the energy above the lowest of the compared OMol25 structures with the same formula, charge and spin: 9.2102 eV. For the HOMO-LUMO gap (spin up / spin down), the calculation gives 0.2441 / 0.2929 Eh. Its max |F| is 0.0500 hartree/bohr.

XYZ file:
```
17
Properties=species:S:1:pos:R:3:forces:R:3
C 0.583534 0.330278 -0.311837 -1.72 0.10 0.40
C -2.302245 0.529409 0.195415 2.42 -0.78 -0.39
C -2.608300 1.906266 0.011438 -0.50 1.05 -0.14
C 2.451025 -1.192369 0.067571 0.95 -0.19 0.01
N -2.775963 -0.635486 0.003424 -0.29 -0.08 0.41
N 1.059540 -0.817942 -0.117124 -0.39 -0.44 -0.04
O -3.978068 -0.867089 0.104315 -0.63 -0.36 -0.18
O -1.910782 -1.702712 -0.124520 0.76 -0.07 -0.16
H 1.207585 1.215191 -0.358924 0.16 0.11 -0.02
H -2.269082 2.266506 -0.964369 0.01 -0.08 0.04
H -2.186131 2.528945 0.800858 -0.04 -0.07 -0.04
H -3.704002 2.029858 0.023058 0.09 -0.11 0.05
H 3.068384 -0.307881 0.211645 -0.11 -0.02 -0.02
H 2.530608 -1.842748 0.939388 -0.06 0.11 -0.03
H 2.803300 -1.742110 -0.807453 -0.10 0.06 0.05
H -2.457833 -2.511630 -0.168171 -0.39 0.46 0.06
H 0.415027 -1.611751 -0.081845 -0.18 0.31 -0.01
```
Positions in Å, forces in eV/Å.

These are the Mulliken partial charges, in e, on atoms 1 to 4: -0.0514 0.2548 -0.9167 -0.7361

***

5.
C5H13N3S | the ωB97M-V functional and the def2-TZVPD basis

Its HOMO energy (spin up / spin down) is -16.08 / -16.57 eV. As for the charge: +2. As for the energy above the lowest of the compared OMol25 structures with the same formula, charge and spin: 3.6596 eV. For the HOMO-LUMO gap (spin up / spin down), the calculation gives 0.2332 / 0.2593 Eh. Its max |F| is 0.0882 hartree/bohr.

XYZ file:
```
22
Properties=species:S:1:pos:R:3:forces:R:3
C 0.367644 -1.898801 -0.156007 -1.06 1.64 -1.82
C 0.154785 1.128961 1.509820 -0.17 1.45 0.77
C -1.008439 1.123291 0.586077 -1.40 -1.41 -0.12
C 1.223115 1.985344 0.836983 0.46 -0.99 0.93
C -0.393594 0.831139 -0.722513 0.55 -0.58 -0.99
N -0.319919 -2.733082 0.533145 -2.55 1.15 0.77
N 1.538322 -2.182373 -0.631500 3.97 -0.83 -0.45
N -1.219804 0.524258 -1.935732 -3.84 0.26 2.10
S 1.166843 1.418807 -0.886989 -0.10 -0.18 -0.80
H -0.182584 1.637728 2.396391 0.19 0.12 0.67
H 0.476383 0.158199 1.779596 0.48 -1.02 0.09
H -1.852251 0.470387 0.890352 0.64 -0.08 -0.33
H -1.467525 2.092726 0.610505 -0.22 1.00 -0.47
H 0.905364 3.014120 0.790542 0.25 0.52 0.16
H 2.216405 1.834939 1.332805 -0.71 0.36 -0.91
H -1.299161 -2.619947 0.789695 0.51 0.62 -0.19
H 0.016152 -3.531103 0.931856 1.57 -2.94 0.99
H 1.972902 -1.623628 -1.359036 -0.56 0.58 0.25
H 2.333187 -2.873595 -0.384443 -2.38 0.65 0.22
H -1.952502 -0.213701 -1.737010 0.94 0.64 0.41
H -0.863819 0.210390 -2.760210 3.14 -1.80 -2.73
H -1.811502 1.245943 -2.414329 0.30 0.83 1.44
```
Positions in Å, forces in eV/Å.

These are the Mulliken partial charges, in e, on atoms 1 to 4: 0.1354 -0.6374 -0.6983 -0.5266

***

6.
C5H11N2O | the ωB97M-V functional and the def2-TZVPD basis

As for the structure (SMILES): C=C(N)C[C@H]([NH3+])C=O. Its HOMO energy is -12.22 eV. As for the charge: +1. As for the energy above the lowest of the compared OMol25 structures with the same formula, charge and spin: 2.2674 eV. For the HOMO-LUMO gap, the calculation gives 0.3062 Eh. Its max |F| is 0.0314 hartree/bohr.

XYZ file:
```
19
Properties=species:S:1:pos:R:3:forces:R:3
C 1.887412 1.076719 -1.155397 -0.12 0.92 -0.14
C 0.983752 1.116321 -0.181795 0.48 -0.96 1.21
N 0.216306 2.217253 0.177106 -0.63 -0.30 -0.98
C 0.602915 -0.113969 0.673093 -0.40 0.94 -0.41
C -0.804486 -0.487229 0.195078 0.57 -1.10 -0.53
N -1.356417 -1.629340 1.031088 -0.14 0.62 0.55
C -0.762092 -1.100919 -1.249151 -0.62 0.46 1.22
O -1.680165 -1.807165 -1.566831 0.65 0.06 -0.38
H 2.635867 0.316218 -1.298576 -0.41 -0.48 -0.15
H 1.973496 1.976849 -1.757142 0.36 -0.07 0.03
H 0.260279 3.015209 -0.425758 0.18 0.30 -0.05
H 0.082151 2.441468 1.139493 0.10 -0.04 0.42
H 0.596713 0.189110 1.722093 -0.05 -0.13 0.13
H 1.254593 -0.981746 0.562703 0.26 0.23 -0.16
H -1.536072 0.314695 0.239846 0.16 0.20 0.05
H -0.930929 -2.519306 0.800927 0.42 -0.27 0.03
H -2.342842 -1.769090 0.862267 -0.56 0.06 -0.26
H -1.237186 -1.418929 2.026051 0.05 -0.21 -0.08
H 0.156704 -0.836148 -1.795094 -0.30 -0.22 -0.50
```
Positions in Å, forces in eV/Å.

These are the Mulliken partial charges, in e, on atoms 1 to 4: -1.0229 0.5819 -0.4419 -0.9483

***

- Which value of charge does entry 3 give?
  +1

***

- Among the records above, which one has the highest max |F|?
  CH15O7V